Entry 1:
C20H22N4O4 | ωB97M-V with the def2-TZVPD basis set

Element x y z (Å)
O 2.789 -1.736 -5.010
O 0.500 0.978 -4.947
O 3.672 0.058 -3.942
O -0.622 -0.686 -4.566
N 0.620 -1.553 1.692
C 0.860 -1.537 0.433
C 2.153 -2.011 -0.234
C 2.465 -1.649 -1.560
C 0.011 -0.655 -1.650
C 1.335 -0.976 -2.314
C -0.228 -0.955 -0.337
C 1.449 -0.577 -3.658
C -1.843 0.649 0.367
C -1.433 1.785 1.119
N -1.260 -0.639 0.548
N 2.746 -0.774 -4.225
N 0.393 -0.033 -4.408
C -3.097 0.753 -0.486
C -2.205 3.188 0.952
C -0.432 1.596 2.358
C -3.831 2.155 -0.657
C -3.623 3.049 0.567
C -0.820 -2.514 3.994
C -0.942 -1.330 4.911
C -1.401 -2.182 2.541
C -0.367 -0.083 4.393
C -0.738 -0.980 1.942
C -0.886 0.239 3.054
H 2.878 -2.536 0.379
H 3.470 -1.924 -2.028
H -0.744 -0.161 -2.165
H -3.050 0.324 -1.414
H -3.859 0.162 0.016
H -2.191 3.775 1.883
H -1.791 3.804 0.094
H -0.411 2.415 3.051
H 0.681 1.553 2.037
H -3.463 2.684 -1.567
H -4.865 1.972 -0.728
H -3.899 4.045 0.320
H -4.197 2.615 1.427
H -1.496 -3.273 4.411
H 0.102 -2.999 4.046
H -0.544 -1.616 5.925
H -2.019 -1.217 4.972
H -1.304 -3.016 1.857
H -2.471 -2.042 2.677
H 0.735 -0.178 4.124
H -0.643 0.689 5.063
H -1.980 0.442 3.341

Computed properties:
SMILES   O=[N+]([O-])C(=c1ccc2c(c1)N1C3=C(CCCC3)C[C@@H]3CCCC[C@]31N=2)[N+](=O)[O-]
Energy relative to the best compared isomer or geometry (same formula, charge and spin)   12.635 eV
Gap between HOMO and LUMO   6.96 eV



Entry 2:
C20H22N4O4S | ωB97M-V with the def2-TZVPD basis set

Element x y z (Å)
C -2.085 -2.656 -0.248
C -2.659 -2.458 -1.419
C -3.650 -1.366 -1.710
N -3.770 -0.377 -0.661
C -2.767 0.569 -0.464
C -1.585 0.553 -1.209
C -0.610 1.508 -1.009
C -0.783 2.511 -0.061
C -1.974 2.553 0.655
C -2.950 1.596 0.464
H -3.841 1.629 1.066
H -2.124 3.343 1.375
C 0.241 3.568 0.153
O -0.033 4.752 0.188
N 1.538 3.158 0.263
C 2.061 1.870 0.443
C 3.304 1.583 -0.124
C 3.817 0.316 0.062
C 3.113 -0.658 0.795
C 1.894 -0.364 1.374
C 1.384 0.912 1.200
H 0.447 1.171 1.664
H 1.355 -1.094 1.955
N 3.880 -1.802 0.788
C 5.040 -1.575 0.078
O 5.933 -2.368 -0.124
N 4.988 -0.266 -0.363
C 6.027 0.347 -1.141
H 6.802 -0.403 -1.292
H 6.448 1.205 -0.614
H 5.642 0.673 -2.110
C 3.567 -3.054 1.417
H 2.637 -3.463 1.016
H 3.467 -2.928 2.497
H 4.388 -3.737 1.205
H 3.837 2.331 -0.690
H 2.212 3.914 0.238
H 0.294 1.472 -1.599
H -1.408 -0.221 -1.937
S -4.811 -0.801 0.596
O -4.195 -0.559 1.864
O -5.312 -2.113 0.325
C -6.193 0.351 0.359
H -6.780 -0.029 -0.467
H -5.813 1.339 0.140
H -6.778 0.355 1.270
H -4.638 -1.823 -1.815
H -3.409 -0.859 -2.651
H -2.462 -3.111 -2.258
H -1.400 -3.471 -0.087
H -2.287 -2.023 0.600

Computed properties:
SMILES   C=CCN(c1ccc(C(=O)Nc2ccc3c(c2)n(C)c(=O)n3C)cc1)S(C)(=O)=O
Energy relative to the best compared isomer or geometry (same formula, charge and spin)   1.275 eV
Gap between HOMO and LUMO   8.32 eV



Entry 3:
C20H22N4O4S | ωB97M-V with the def2-TZVPD basis set

Element x y z (Å)
C 3.287 1.642 -2.456
C 3.229 0.481 -1.509
C 2.017 -0.112 -1.215
C 1.912 -1.143 -0.281
C 3.073 -1.588 0.371
C 4.311 -1.013 0.057
C 4.369 0.011 -0.869
H 5.326 0.464 -1.088
C 5.534 -1.518 0.758
H 6.418 -0.971 0.443
H 5.411 -1.415 1.835
H 5.674 -2.578 0.549
O 3.060 -2.569 1.299
H 2.130 -2.798 1.488
C 0.606 -1.690 0.044
N 0.411 -2.559 1.039
N -0.890 -2.781 1.106
C -1.578 -2.094 0.165
C -0.636 -1.378 -0.551
H -0.811 -0.715 -1.372
C -3.044 -2.057 0.201
O -3.670 -2.473 1.160
N -3.639 -1.501 -0.888
H -3.042 -1.149 -1.621
C -4.949 -0.904 -0.774
H -5.360 -1.272 0.168
H -5.588 -1.246 -1.593
C -4.868 0.643 -0.777
C -3.548 1.101 -0.219
C -2.613 1.711 -1.047
C -1.345 2.015 -0.578
C -1.013 1.687 0.719
C -1.932 1.104 1.569
C -3.204 0.821 1.102
H -3.926 0.356 1.756
H -1.634 0.861 2.575
S 0.639 1.988 1.305
O 1.132 0.816 1.960
O 1.406 2.606 0.262
N 0.345 3.143 2.499
H 0.731 2.859 3.386
H 0.690 4.049 2.227
H -0.599 2.479 -1.203
H -2.874 1.941 -2.071
H -4.974 1.013 -1.798
H -5.694 1.039 -0.185
H -1.290 -3.381 1.812
H 1.128 0.252 -1.705
H 4.314 1.877 -2.725
H 2.723 1.435 -3.364
H 2.845 2.511 -1.969

Computed properties:
SMILES   Cc1cc(C)c(O)c(-c2cc(C(=O)NCCc3ccc(S(N)(=O)=O)cc3)[nH]n2)c1
Energy relative to the best compared isomer or geometry (same formula, charge and spin)   0.868 eV
Gap between HOMO and LUMO   7.93 eV



Entry 4:
C20H22N4OS | ωB97M-V with the def2-TZVPD basis set

Element x y z (Å)
C 1.893 -0.434 1.521
C 0.925 0.086 0.491
N 1.222 0.251 -0.740
N 2.433 0.101 -1.255
C 2.898 -0.924 -1.822
N 4.097 -0.918 -2.493
C 4.450 -2.116 -3.061
C 5.598 -2.384 -3.795
C 5.788 -3.661 -4.297
C 4.857 -4.663 -4.078
C 3.708 -4.408 -3.344
C 3.516 -3.138 -2.842
S 2.158 -2.566 -1.891
H 2.975 -5.179 -3.165
H 5.024 -5.651 -4.479
H 6.678 -3.873 -4.870
H 6.328 -1.610 -3.971
C 4.892 0.277 -2.595
H 5.036 0.550 -3.643
H 5.868 0.127 -2.126
H 4.362 1.076 -2.083
C -0.435 0.425 0.893
C -1.385 0.775 -0.072
C -2.674 1.099 0.273
C -3.087 1.105 1.615
C -2.139 0.748 2.579
C -0.850 0.411 2.225
H -0.156 0.153 3.010
H -2.395 0.749 3.628
N -4.395 1.405 1.926
C -5.146 2.357 1.129
C -5.866 3.359 2.054
H -6.844 2.969 2.371
O -5.072 3.663 3.173
C -4.897 2.551 4.032
C -4.945 1.230 3.246
H -5.988 0.908 3.127
H -4.418 0.441 3.779
H -3.921 2.695 4.504
H -5.674 2.553 4.813
H -6.025 4.304 1.532
H -4.453 2.905 0.488
H -5.883 1.842 0.497
H -3.383 1.328 -0.507
H -1.084 0.774 -1.107
H 2.844 -0.672 1.049
H 1.497 -1.333 1.990
H 2.066 0.316 2.291

Computed properties:
SMILES   C/C(=N\N=c1/sc2ccccc2n1C)c1ccc(N2CCOCC2)cc1
Energy relative to the best compared isomer or geometry (same formula, charge and spin)   1.162 eV
Gap between HOMO and LUMO   8.06 eV



Entry 5:
C20H22N6O2 | ωB97M-V with the def2-TZVPD basis set

Element x y z (Å)
O -2.139 0.404 -4.019
N 0.521 1.398 -0.360
N 0.571 1.951 -1.498
N -0.076 -4.907 5.396
O 0.651 -0.261 4.365
C -1.226 1.216 -4.300
C -0.167 -4.392 4.196
C 0.184 0.089 -0.393
C -0.349 -2.646 5.560
C -0.021 -0.324 -1.643
C -0.095 -3.893 6.276
C -0.516 -1.982 0.657
C 0.314 -0.132 1.981
C -0.582 -2.730 1.880
C 0.319 -0.846 3.176
C 0.020 -0.742 0.788
C -0.260 -2.181 3.073
N -0.377 -3.041 4.184
N 0.240 0.932 -2.298
N -1.667 2.341 -4.921
C 0.042 1.003 4.613
C 0.423 -3.977 7.742
C 0.276 1.162 -3.794
C 0.179 3.038 -6.481
C 1.338 2.261 -5.868
C 0.131 3.663 -4.220
C -0.788 3.379 -5.374
C 0.950 2.366 -4.375
H -0.310 -5.110 3.407
H -0.383 -1.716 5.983
H -0.195 -1.166 -2.305
H -0.885 -2.521 -0.232
H 0.759 0.818 1.960
H -0.947 -3.652 1.706
H -2.544 2.265 -5.444
H -0.893 0.966 4.034
H -0.264 1.203 5.621
H 0.720 1.867 4.251
H -0.275 -4.408 8.386
H 0.557 -2.931 8.192
H 1.473 -4.357 7.859
H 0.709 0.258 -4.266
H -0.268 2.495 -7.342
H 0.541 3.953 -6.891
H 2.317 2.710 -6.226
H 1.330 1.183 -6.098
H -0.452 3.821 -3.292
H 0.735 4.554 -4.361
H -1.379 4.267 -5.607
H 1.758 2.350 -3.680

Computed properties:
SMILES   COc1cc(-c2cn([C@H]3C(=O)N[C@@H]4CC[C@H]3C4)nn2)ccc1-n1cnc(C)c1
Energy relative to the best compared isomer or geometry (same formula, charge and spin)   2.127 eV
Gap between HOMO and LUMO   8.57 eV



Entry 6:
C20H22N6O3S2 | ωB97M-V with the def2-TZVPD basis set

Element x y z (Å)
C 5.642 1.885 0.988
C 4.676 1.676 1.862
C 3.378 0.975 1.580
N 3.233 0.556 0.215
C 3.357 -0.698 -0.297
N 3.076 -0.700 -1.577
N 2.774 0.564 -1.925
C 2.875 1.315 -0.867
C 2.550 2.761 -0.796
C 1.075 2.882 -0.545
C 0.194 3.535 -1.339
S -1.421 3.355 -0.739
C -0.756 2.365 0.561
N 0.527 2.227 0.524
N -1.573 1.876 1.517
H -1.167 1.173 2.113
H -2.539 1.715 1.245
H 0.385 4.102 -2.226
H 2.794 3.233 -1.747
H 3.119 3.233 0.008
S 3.802 -2.090 0.646
C 3.275 -3.406 -0.513
C 1.767 -3.565 -0.376
O 1.273 -4.422 0.317
N 1.084 -2.607 -1.064
C -0.215 -2.170 -0.818
C -1.142 -2.921 -0.095
C -2.374 -2.381 0.213
C -2.699 -1.088 -0.187
C -1.791 -0.361 -0.958
C -0.565 -0.898 -1.280
H 0.141 -0.328 -1.867
H -2.063 0.625 -1.301
C -3.952 -0.440 0.249
O -4.049 0.752 0.464
O -4.948 -1.306 0.425
C -6.203 -0.780 0.860
C -7.003 -0.217 -0.305
H -7.140 -0.978 -1.070
H -7.977 0.113 0.047
H -6.480 0.631 -0.740
H -6.022 0.000 1.607
H -6.718 -1.626 1.320
H -3.084 -2.952 0.791
H -0.877 -3.908 0.243
H 1.654 -1.959 -1.614
H 3.597 -3.114 -1.510
H 3.780 -4.311 -0.176
H 3.306 0.082 2.213
H 2.531 1.631 1.817
H 4.769 2.013 2.885
H 6.549 2.395 1.263
H 5.577 1.557 -0.036

Computed properties:
SMILES   C=CCn1c(Cc2csc(N)n2)nnc1SCC(=O)Nc1ccc(C(=O)OCC)cc1
Energy relative to the best compared isomer or geometry (same formula, charge and spin)   0.000 eV
Gap between HOMO and LUMO   8.66 eV



Entry 7:
C20H22N6O3S2 | ωB97M-V with the def2-TZVPD basis set

Element x y z (Å)
C 2.960 -3.609 -2.239
C 2.293 -2.927 -3.389
C 2.723 -3.145 -4.691
C 2.116 -2.527 -5.770
C 1.054 -1.664 -5.567
C 0.605 -1.425 -4.283
C 1.216 -2.055 -3.206
N 0.724 -1.805 -1.913
C -0.565 -1.705 -1.479
N -0.543 -1.464 -0.184
N 0.732 -1.413 0.158
N 1.492 -1.608 -0.832
S -1.972 -1.858 -2.479
C -3.220 -2.287 -1.224
H -3.080 -3.328 -0.932
H -4.178 -2.185 -1.736
C -3.201 -1.423 0.037
O -3.411 -1.924 1.112
N -3.008 -0.100 -0.212
C -2.579 0.864 0.703
C -2.663 0.674 2.080
C -2.134 1.626 2.932
C -1.535 2.759 2.416
C -1.496 2.983 1.053
C -2.021 2.037 0.194
H -1.983 2.196 -0.875
H -1.056 3.897 0.685
S -0.714 3.915 3.516
O -0.587 5.168 2.830
O -1.369 3.880 4.789
N 0.833 3.341 3.753
C 0.959 2.085 4.460
H 0.068 1.935 5.067
H 1.824 2.158 5.126
C 1.186 0.999 3.390
H 1.962 0.305 3.706
H 0.278 0.427 3.207
C 1.600 1.772 2.126
H 2.560 1.435 1.741
H 0.858 1.639 1.340
C 1.666 3.242 2.574
H 1.309 3.952 1.831
H 2.687 3.514 2.857
H -2.188 1.503 4.002
H -3.111 -0.225 2.468
H -2.866 0.157 -1.182
H -0.213 -0.741 -4.111
H 0.577 -1.174 -6.401
H 2.473 -2.720 -6.770
H 3.551 -3.818 -4.858
H 3.647 -4.371 -2.596
H 3.513 -2.886 -1.641
H 2.228 -4.078 -1.582

Computed properties:
SMILES   Cc1ccccc1-n1nnnc1SCC(=O)Nc1ccc(S(=O)(=O)N2CCCC2)cc1
Energy relative to the best compared isomer or geometry (same formula, charge and spin)   2.078 eV
Gap between HOMO and LUMO   8.94 eV



Entry 8:
C20H22NO4PS | ωB97M-V with the def2-TZVPD basis set

Element x y z (Å)
O -1.868 0.021 -0.980
O -0.957 -1.864 -2.234
O -1.120 -2.049 0.214
O 0.686 -0.244 -0.981
S -3.502 -1.417 -4.514
C -3.146 -1.496 -6.231
C -2.070 -0.710 -6.570
C -2.211 -0.280 -4.366
C 0.747 3.026 -2.752
C 0.397 -2.231 2.012
C -1.170 -0.417 1.997
C 0.933 2.061 -1.764
C 0.391 2.612 -4.024
C 0.575 0.285 -3.359
C 0.908 -1.815 3.242
C -0.613 0.073 3.165
C -0.633 -1.556 1.379
C 0.756 0.680 -2.022
C 0.292 1.238 -4.318
C 0.464 -0.589 3.798
N -1.485 -0.082 -5.480
C -0.258 0.744 -5.629
C 0.546 1.180 5.598
C 2.663 0.235 4.705
C 1.100 -1.186 6.168
C 1.204 -0.116 5.042
P -0.808 -1.031 -0.997
H -3.760 -2.068 -6.923
H -1.694 -0.639 -7.593
H -2.006 0.162 -3.396
H 0.867 4.065 -2.554
H 0.786 -3.145 1.578
H -2.107 0.008 1.569
H 1.085 2.363 -0.733
H 0.168 3.365 -4.784
H 0.629 -0.773 -3.630
H 1.695 -2.385 3.712
H -1.047 1.000 3.544
H -0.487 1.586 -6.258
H 0.537 0.156 -6.087
H 1.144 1.553 6.416
H -0.492 1.005 5.940
H 0.552 1.946 4.838
H 2.748 1.118 4.058
H 3.161 0.457 5.638
H 3.230 -0.611 4.250
H 1.480 -0.727 7.063
H 0.017 -1.401 6.324
H 1.670 -2.104 5.926

Computed properties:
Energy relative to the best compared isomer or geometry (same formula, charge and spin)   0.093 eV
Gap between HOMO and LUMO   7.21 eV